{
  "formula": "C40H61BCoN8S3Si2",
  "method": "ωB97M-V/def2-TZVPD",
  "multiplicity": 4,
  "lumo_ev": [0.1, -0.6],
  "s2": 3.8860,
  "homo_lumo_gap_ev": [6.996, 6.893],
  "homo_energy_ha": [-0.25496, -0.27407],
  "species": ["Co", "C", "C", "C", "C", "N", "N", "B", "N", "N", "C", "C", "C", "C", "C", "S", "C", "C", "C", "C", "N", "N", "C", "C", "C", "C", "C", "S", "C", "C", "C", "C", "C", "S", "C", "C", "C", "C", "H", "H", "H", "H", "H", "H", "H", "H", "H", "H", "H", "H", "H", "H", "H", "H", "H", "H", "H", "H", "H", "H", "H", "H", "H", "H", "H", "H", "H", "H", "H", "H", "H", "H", "H", "H", "H", "H", "H", "C", "Si", "C", "C", "C", "C", "C", "C", "C", "C", "N", "Si", "C", "C", "C", "H", "H", "H", "H", "H", "H", "H", "H", "H", "H", "H", "H", "H", "H", "H", "H", "H", "H", "H", "H", "H", "H", "N", "C"],
  "coordinates": [[-0.72807, 1.46474, 0.99059], [3.97629, 0.30628, -1.51890], [2.54478, 0.04261, -1.86024], [2.11645, -0.18651, -3.12586], [0.73286, -0.37451, -3.38347], [-0.11464, -0.50940, -2.41000], [0.31391, -0.34554, -1.15545], [-0.72751, -0.40234, -0.00667], [-2.11223, -0.93432, -0.50688], [-2.07791, -2.02730, -1.29751], [-3.19326, -2.51709, -1.74297], [-4.43974, -1.90315, -1.44134], [-4.49351, -0.84955, -0.59880], [-5.77681, -0.19056, -0.21183], [-3.25176, -0.37785, -0.04980], [-3.21703, 0.77127, 1.17721], [-3.16339, -3.79632, -2.56666], [-3.87146, -3.56737, -3.91004], [-3.91660, -4.88512, -1.78647], [-1.73162, -4.26817, -2.80334], [-0.19432, -1.41516, 1.09301], [0.30984, -2.52497, 0.52371], [0.79145, -3.46702, 1.27330], [0.70478, -3.38309, 2.68836], [0.23156, -2.25778, 3.27339], [0.18672, -2.08390, 4.75697], [-0.17305, -1.17797, 2.41698], [-0.51601, 0.34891, 3.05652], [1.46760, -4.64569, 0.59190], [2.86797, -4.82670, 1.19531], [0.63230, -5.90942, 0.83056], [1.61245, -4.39261, -0.90660], [1.54553, 0.09089, -0.83862], [1.80698, 0.73252, 0.70560], [0.18786, -0.35072, -4.79996], [0.44085, 1.05825, -5.35851], [-1.31358, -0.61829, -4.80044], [0.90167, -1.40005, -5.65992], [4.60483, 0.21027, -2.40307], [4.32068, -0.39006, -0.75226], [4.08859, 1.30821, -1.10328], [2.82573, -0.19447, -3.94434], [-5.35295, -2.29576, -1.87044], [-6.61015, -0.62553, -0.76167], [-5.72581, 0.88079, -0.40969], [-5.95360, -0.29913, 0.85919], [-4.92862, -3.33263, -3.77621], [-3.81037, -4.47449, -4.51379], [-3.41471, -2.75238, -4.47074], [-4.97002, -4.63353, -1.65108], [-3.47130, -5.03165, -0.80045], [-3.86530, -5.83145, -2.32881], [-1.08723, -3.46068, -3.15035], [-1.72932, -5.07396, -3.53960], [-1.30419, -4.65079, -1.87710], [1.05470, -4.20334, 3.30250], [0.45396, -3.01220, 5.25962], [-0.80561, -1.76672, 5.07897], [0.87889, -1.29703, 5.06258], [2.83309, -5.04624, 2.26335], [3.46747, -3.92571, 1.05277], [3.37596, -5.65705, 0.70156], [0.53113, -6.13296, 1.89445], [1.10778, -6.76737, 0.35169], [-0.36906, -5.79480, 0.41037], [2.25909, -3.53385, -1.09611], [0.65295, -4.17792, -1.36872], [2.05157, -5.27222, -1.38140], [-0.06656, 1.80291, -4.74254], [0.05921, 1.12679, -6.37947], [1.50636, 1.29698, -5.37963], [-1.83937, 0.10901, -4.18159], [-1.52565, -1.61035, -4.40440], [-1.69041, -0.55852, -5.82364], [1.95894, -1.16700, -5.79809], [0.44256, -1.44042, -6.64936], [0.82556, -2.39241, -5.20950], [2.68527, 6.35080, 1.81769], [1.83829, 4.88448, 0.99683], [0.41813, 5.57633, 0.00887], [3.08321, 4.06192, -0.12179], [1.17227, 3.79371, 2.40655], [-0.26084, 4.04910, 2.60551], [-0.64480, 5.04462, 3.51313], [-1.95979, 5.45744, 3.56979], [-2.87851, 4.86704, 2.71492], [-2.44085, 3.85381, 1.88636], [-1.17541, 3.42220, 1.84401], [2.17179, 3.03989, 3.81163], [1.04591, 2.36853, 5.15039], [3.30497, 4.32092, 4.59301], [3.26204, 1.64978, 3.20549], [2.90392, 7.10272, 1.05505], [3.62351, 6.07822, 2.29828], [2.04278, 6.81639, 2.56889], [0.79492, 6.36618, -0.64623], [-0.34139, 6.01860, 0.65846], [-0.06704, 4.82094, -0.61218], [3.68522, 4.82964, -0.61435], [2.57406, 3.47218, -0.88468], [3.75063, 3.39713, 0.42906], [0.11310, 5.50918, 4.13100], [-2.26105, 6.23871, 4.25612], [-3.91592, 5.16803, 2.69597], [-3.12568, 3.35944, 1.21192], [0.16322, 2.98551, 5.32594], [1.59563, 2.29802, 6.09184], [0.69728, 1.36903, 4.88231], [2.81094, 5.26992, 4.80721], [4.16370, 4.52764, 3.95305], [3.68247, 3.91574, 5.53515], [2.66969, 0.77346, 2.93538], [3.95176, 1.37015, 4.00651], [3.85079, 1.93339, 2.33134], [-1.15580, 2.43810, -1.89659], [-0.96659, 2.04180, -0.82473]]
}

{
  "formula": "C40H61BrLuN4O5S2Si4",
  "method": "ωB97M-V/def2-TZVPD",
  "multiplicity": 1,
  "lumo_ev": 2.2,
  "homo_lumo_gap_ev": 7.773,
  "charge": -1,
  "homo_energy_ha": -0.20602,
  "species": ["Lu", "O", "C", "C", "C", "C", "C", "C", "C", "O", "N", "N", "C", "C", "Br", "C", "C", "C", "C", "C", "C", "C", "H", "H", "H", "H", "H", "H", "H", "H", "H", "H", "H", "H", "H", "H", "C", "O", "Si", "C", "C", "C", "Si", "C", "C", "C", "Si", "C", "C", "C", "H", "H", "H", "H", "H", "H", "H", "H", "H", "H", "H", "H", "H", "H", "H", "H", "H", "H", "H", "H", "H", "H", "H", "H", "H", "H", "H", "O", "C", "C", "C", "C", "C", "C", "C", "O", "N", "N", "C", "S", "C", "C", "S", "H", "H", "H", "H", "H", "H", "H", "H", "H", "C", "Si", "C", "C", "C", "H", "H", "H", "H", "H", "H", "H", "H", "H", "H", "H"],
  "coordinates": [[0.56804, 0.81148, 0.19963], [-1.71988, 4.74714, -0.93274], [-2.69883, 4.02576, -1.52645], [-3.99845, 4.51729, -1.52512], [-5.00723, 3.80917, -2.16473], [-4.72253, 2.61377, -2.80923], [-3.41570, 2.13275, -2.80689], [-2.39663, 2.81764, -2.16389], [-0.93313, 2.37572, -2.15799], [-0.39920, 2.46517, -0.89064], [-0.73547, 1.05486, -2.73417], [-1.08810, -0.02085, -1.98965], [-1.42710, -1.07329, -2.63118], [-1.83682, -2.33110, -1.98043], [0.95862, -1.80676, 0.27258], [-1.71773, -3.50920, -2.60788], [-1.17697, -3.81238, -3.94577], [-1.70675, -4.92090, -4.61675], [-1.30427, -5.25123, -5.89946], [-0.34615, -4.48129, -6.54701], [0.21804, -3.40066, -5.88409], [-0.18083, -3.07657, -4.59421], [-0.96092, 4.13299, -0.81191], [-4.19817, 5.45555, -1.02118], [-6.02049, 4.19392, -2.15762], [-5.50705, 2.05692, -3.30592], [-3.20353, 1.19277, -3.30182], [-0.40082, 3.03689, -2.85962], [-0.92099, 0.98865, -3.72809], [-1.46311, -1.03795, -3.72222], [-2.12703, -4.37872, -2.10434], [-2.45638, -5.52436, -4.11520], [-1.73940, -6.10831, -6.39940], [-0.03411, -4.72972, -7.55398], [0.98876, -2.81119, -6.36474], [0.30742, -2.25997, -4.07939], [-3.13622, 0.86775, 0.66577], [-1.80594, 0.92897, 1.16373], [-1.42430, 1.86934, 2.53487], [-2.24499, 3.54114, 2.29738], [-2.45108, 1.24460, 3.98555], [0.40221, 1.63130, 2.55508], [1.16328, 3.31149, 2.84666], [2.97906, 3.79467, 2.95280], [0.70546, 4.47637, 1.43465], [0.55155, 4.04661, 4.48633], [0.71858, 0.11847, 3.63902], [2.29237, -0.91977, 3.56689], [-0.59929, -1.23002, 3.35364], [0.61997, 0.58241, 5.47272], [-3.58436, 1.86468, 0.62074], [-3.75294, 0.22270, 1.30001], [-3.11099, 0.46392, -0.34240], [-3.29087, 3.45432, 2.60604], [-2.22673, 3.90550, 1.27116], [-1.77796, 4.30442, 2.92441], [-3.50764, 1.21566, 3.69941], [-2.35703, 1.96713, 4.80570], [-2.17430, 0.26757, 4.37136], [3.58806, 3.43464, 2.12102], [3.46250, 3.53290, 3.89257], [2.95763, 4.88679, 2.88827], [1.33884, 4.26313, 0.56634], [0.89174, 5.51271, 1.73488], [-0.32695, 4.40937, 1.11224], [1.01033, 3.50469, 5.32071], [-0.53218, 3.98038, 4.61803], [0.84266, 5.09914, 4.56835], [2.74791, -0.98046, 2.57698], [1.99778, -1.93468, 3.85102], [3.03362, -0.56914, 4.28262], [-0.11344, -2.14650, 3.01824], [-1.33696, -0.96503, 2.59401], [-1.13790, -1.44782, 4.28249], [1.53524, 1.10494, 5.77750], [0.52113, -0.31280, 6.09663], [-0.22425, 1.24530, 5.68325], [5.74553, 1.05247, -2.61888], [4.99489, 0.09253, -3.20694], [5.50719, -0.54728, -4.32984], [4.80890, -1.59214, -4.91418], [3.58883, -2.00768, -4.39094], [3.05537, -1.33203, -3.30288], [3.73800, -0.27549, -2.71487], [3.12722, 0.38654, -1.52365], [1.87615, 0.62369, -1.51243], [4.00009, 0.60751, -0.58402], [3.54626, 0.98624, 0.68389], [4.56319, 0.84421, 1.46293], [4.66309, 1.24991, 3.15570], [5.87279, -0.04101, 3.50810], [6.91857, 0.07161, 2.42202], [6.05246, 0.09838, 0.82513], [5.39124, 1.16168, -1.71225], [6.47137, -0.23128, -4.71013], [5.23155, -2.10063, -5.77300], [3.06253, -2.85010, -4.82008], [2.10858, -1.62891, -2.86414], [5.37547, -1.01278, 3.49764], [6.26978, 0.15919, 4.50385], [7.59425, -0.78498, 2.40899], [7.49610, 0.98899, 2.53700], [-1.58913, -4.82076, 0.75938], [-3.03440, -3.71771, 0.32775], [-3.81549, -3.08375, 1.91008], [-4.38993, -4.68795, -0.54428], [-2.52667, -2.19853, -0.64211], [-1.90269, -5.86229, 0.87599], [-1.15241, -4.48496, 1.70418], [-0.79556, -4.77338, 0.00956], [-4.23499, -3.90944, 2.49482], [-4.62455, -2.37688, 1.69991], [-3.07406, -2.57501, 2.53207], [-4.63214, -5.58029, 0.04275], [-4.13253, -5.01340, -1.55446], [-5.29659, -4.07966, -0.61305], [-1.87518, -1.61337, 0.01461], [-3.42379, -1.58197, -0.77940]]
}

For the records above, the corresponding E_tot values read -140959.0047, -215523.2510 eV.
For the records above, the corresponding ΔE to the lowest compared entry with this formula, charge and spin values read 0.57, 8.67 kcal per mole.